ORCA calculation (wB97M-V/def2-TZVPD) on a molecular structure, C20H23NO4PtS2.

Each line ends with the natural charge from an NBO analysis.
Geometry (Å):
Pt (0.96020, 0.57543, -1.16449)  0.56
O (0.17126, -0.09695, 1.39814)  -0.70
C (-0.54588, -1.29545, 1.64961)  0.07
C (-0.82483, -1.99296, 0.26904)  0.76
O (-1.45615, -3.06283, 0.35735)  -0.76
O (-0.36639, -1.43099, -0.74191)  -0.74
C (0.31637, -2.19617, 2.53024)  -0.02
C (0.39296, -1.95695, 3.89957)  -0.22
C (1.23766, -2.70159, 4.71341)  -0.23
C (2.02143, -3.70407, 4.16116)  -0.24
C (1.95622, -3.94621, 2.79504)  -0.24
C (1.11306, -3.19932, 1.98517)  -0.11
C (-1.88575, -0.97256, 2.30730)  -0.04
C (-2.35106, 0.33700, 2.32308)  -0.16
C (-3.58480, 0.63794, 2.89316)  -0.23
C (-4.36565, -0.36384, 3.44762)  -0.25
C (-3.90826, -1.67811, 3.42014)  -0.24
C (-2.68135, -1.97969, 2.85260)  -0.19
H (0.72385, 0.13568, 2.15015)  0.48
H (-0.22844, -1.18149, 4.33422)  0.22
H (1.27963, -2.49941, 5.77746)  0.19
H (2.67980, -4.29209, 4.79038)  0.19
H (2.56833, -4.72378, 2.35332)  0.20
H (1.06301, -3.39277, 0.92189)  0.23
H (-1.75288, 1.11459, 1.86417)  0.25
H (-3.93414, 1.66378, 2.88857)  0.20
H (-5.32641, -0.12814, 3.89180)  0.19
H (-4.51888, -2.47407, 3.83207)  0.19
H (-2.33256, -3.00275, 2.80460)  0.23
C (-1.67719, 3.61780, -2.96353)  -0.26
O (-0.81537, 4.38634, -2.13707)  -0.55
C (-0.29445, 3.82745, -1.00508)  0.01
S (0.72456, 4.84099, -0.15147)  -0.31
S (-0.77560, 2.23946, -0.60262)  -0.33
H (-1.88882, 4.26044, -3.81951)  0.16
H (-2.60056, 3.35830, -2.44357)  0.18
H (-1.20157, 2.69139, -3.28650)  0.20
C (2.01520, 2.71835, -3.86714)  -0.61
C (2.29442, 1.21178, -3.76179)  0.03
C (1.20043, 0.44178, -4.51286)  -0.62
C (3.65459, 0.90421, -4.40667)  -0.60
N (2.34328, 0.82176, -2.37653)  -0.70
H (1.99856, 3.05461, -4.91173)  0.17
H (2.77791, 3.27853, -3.32325)  0.21
H (1.05533, 2.94390, -3.40141)  0.22
H (1.14775, 0.75618, -5.56297)  0.17
H (0.23773, 0.61461, -4.02955)  0.23
H (1.40109, -0.63131, -4.47137)  0.20
H (3.64086, 1.09220, -5.48663)  0.17
H (3.90942, -0.14338, -4.23196)  0.20
H (4.43205, 1.52241, -3.95168)  0.20

Computed properties:
<S²> = 2.022
2S+1 = 3
Total charge = -2
HOMO level (spin up / spin down) = 0.00424 / -0.04197 Eh
Kohn-Sham gap (spin up / spin down) = 4.507 / 5.765 eV

ORCA calculation (wB97M-V/def2-TZVPD) on 4 unconnected molecules or ions with the total composition C20H23O2PS.

Each line ends with the natural charge from an NBO analysis.
Geometry (Å):
C (-2.39334, 3.21646, -3.18685)  -0.26
O (-1.68067, 2.14922, -2.54236)  -0.52
C (-0.45274, 2.39213, -2.05369)  0.55
O (0.51199, 1.75124, -2.33912)  -0.52
P (-0.28748, 3.64039, -0.67421)  0.73
S (-0.40525, 2.87178, 1.09319)  -0.51
H (-2.34666, 4.14214, -2.60845)  0.18
H (-3.42419, 2.87769, -3.25281)  0.21
H (-1.98693, 3.37663, -4.18648)  0.19
H (0.92455, 4.23748, -1.03163)  -0.02
H (-1.23275, 4.63019, -0.95991)  -0.04
C (-1.32836, -1.08088, -0.57803)  -0.16
C (-1.45904, -2.44703, -0.78980)  -0.24
C (-2.46737, -3.15608, -0.15113)  -0.22
C (-3.34650, -2.49902, 0.69932)  -0.22
C (-3.21686, -1.13285, 0.90744)  -0.21
C (-2.20722, -0.42283, 0.27076)  -0.24
H (-0.53606, -0.53061, -1.07246)  0.21
H (-0.77075, -2.95974, -1.44986)  0.21
H (-2.56225, -4.22361, -0.30529)  0.21
H (-4.12598, -3.05466, 1.20502)  0.21
H (-3.90165, -0.61939, 1.57116)  0.21
H (-2.09937, 0.63995, 0.43623)  0.22
C (-1.93519, -3.66154, 3.86888)  -0.20
C (-1.10251, -4.38221, 3.02366)  -0.21
C (-0.78819, -5.70127, 3.31901)  -0.21
C (-1.30699, -6.30097, 4.45880)  -0.21
C (-2.13931, -5.58051, 5.30384)  -0.22
C (-2.45266, -4.26039, 5.00890)  -0.22
H (-2.17990, -2.63386, 3.63228)  0.22
H (-0.70618, -3.91210, 2.13281)  0.22
H (-0.13799, -6.26295, 2.66024)  0.21
H (-1.06233, -7.33022, 4.68863)  0.21
H (-2.54414, -6.04778, 6.19252)  0.21
H (-3.10065, -3.69794, 5.66919)  0.21
C (5.32478, 5.07961, -1.88544)  -0.20
C (6.33296, 4.28343, -2.40996)  -0.22
C (6.02868, 3.03607, -2.93774)  -0.21
C (4.71657, 2.58443, -2.94253)  -0.21
C (3.70697, 3.38038, -2.41925)  -0.22
C (4.01260, 4.62690, -1.89064)  -0.22
H (5.56179, 6.05117, -1.47125)  0.21
H (7.35679, 4.63470, -2.40622)  0.21
H (6.81618, 2.41418, -3.34373)  0.21
H (4.47808, 1.61117, -3.35141)  0.22
H (2.68596, 3.02000, -2.42482)  0.22
H (3.22953, 5.25111, -1.47681)  0.20

Computed properties:
HOMO level = -0.33043 Eh
Kohn-Sham gap = 8.981 eV

ORCA calculation (wB97M-V/def2-TZVPD) on a molecular structure, C20H24AsFN2OP2S4W.

Each line ends with the natural charge from an NBO analysis.
Geometry (Å):
W (-0.61347, 0.00726, 0.32134)  0.66
S (0.58156, -3.50316, 2.58019)  -0.59
As (-0.31030, -2.33018, 1.11182)  0.84
S (0.24656, -2.20567, -0.98018)  -0.53
S (-0.41482, 0.98330, 2.20893)  -0.17
S (-2.34859, -1.66129, 0.85712)  -0.28
N (-1.54599, 1.80075, -2.40212)  -0.90
P (-1.38722, 0.12341, -2.16727)  1.28
C (-0.35286, -0.32930, -3.59220)  -0.41
C (-0.87598, -0.62921, -4.84737)  -0.14
C (-0.02512, -0.84762, -5.92136)  -0.23
C (1.34879, -0.76036, -5.74915)  -0.20
C (1.87467, -0.45457, -4.50133)  -0.20
C (1.02922, -0.24349, -3.42341)  -0.19
C (-3.02633, -0.54486, -2.47260)  -0.43
C (-3.14776, -1.87904, -2.85666)  -0.12
C (-4.40558, -2.44513, -2.98502)  -0.23
C (-5.53828, -1.68642, -2.72366)  -0.19
C (-5.41505, -0.36380, -2.32256)  -0.21
C (-4.16032, 0.21035, -2.18706)  -0.17
C (-0.70750, 2.64207, -1.71959)  0.44
C (-0.58549, 3.98232, -2.10999)  -0.29
C (0.29475, 4.79382, -1.44129)  -0.12
C (1.04658, 4.26363, -0.39455)  -0.29
C (0.85905, 2.94526, -0.06506)  0.10
N (0.00001, 2.13321, -0.70314)  -0.52
H (-1.94056, 2.16792, -3.25487)  0.41
H (-1.94790, -0.69849, -4.98532)  0.21
H (-0.43596, -1.08792, -6.89353)  0.22
H (2.01117, -0.93545, -6.58713)  0.22
H (2.94691, -0.39133, -4.36623)  0.21
H (1.43675, -0.02504, -2.44233)  0.24
H (-2.26065, -2.47700, -3.02774)  0.23
H (-4.50074, -3.48275, -3.27682)  0.22
H (-6.52006, -2.13170, -2.82108)  0.22
H (-6.29818, 0.21971, -2.09717)  0.22
H (-4.05270, 1.22451, -1.82808)  0.24
H (-1.18039, 4.35336, -2.93381)  0.22
H (0.40292, 5.83146, -1.72872)  0.22
H (1.74730, 4.86927, 0.16117)  0.23
H (1.38758, 2.48305, 0.75427)  0.22
C (4.17789, 0.80358, 0.61457)  -1.00
P (2.85335, -0.36810, 0.95385)  2.00
C (3.42673, -1.97008, 0.39107)  -1.03
C (2.70337, -0.46838, 2.73428)  -1.04
O (1.61138, 0.12368, 0.23513)  -1.10
H (5.13213, 0.42689, 0.98248)  0.25
H (3.95488, 1.75235, 1.10332)  0.25
H (4.24155, 0.96762, -0.46104)  0.25
H (4.42799, -2.15446, 0.78506)  0.24
H (3.43638, -1.99320, -0.69767)  0.26
H (2.74611, -2.74318, 0.75119)  0.29
H (3.68086, -0.71532, 3.15399)  0.25
H (1.98603, -1.24813, 2.99630)  0.30
H (2.34966, 0.48179, 3.13015)  0.27
F (-2.34971, 0.99945, 0.10740)  -0.63

Computed properties:
HOMO level = -0.25993 Eh
Kohn-Sham gap = 6.496 eV

no.,maximum force (Eh/bohr)
1,0.0061
2,0.0096
3,0.0138